Below is a 2-piece molecular cluster, C4H15N2O2 overall at a distorted geometry, with properties calculated with wB97M-V/def2-TZVPD.

Atoms and positions in Å:
N 1.057 -0.125 -1.303
C 0.164 -1.291 -1.394
C -1.043 -1.208 -0.386
N -1.798 0.014 -0.529
C -1.964 1.276 0.170
C -0.991 1.173 1.516
O 0.410 1.213 1.288
H 0.643 0.779 -1.070
H 1.669 0.064 -2.152
H 1.835 -0.253 -0.670
H -0.222 -1.415 -2.445
H 0.718 -2.223 -1.139
H -1.606 -2.081 -0.724
H -0.621 -1.435 0.629
H -2.235 -0.012 -1.447
H -1.747 2.130 -0.497
H -2.925 1.359 0.786
H -0.998 0.071 1.706
H -1.339 1.757 2.364
H 0.510 2.036 0.791
H 3.942 -0.606 1.000
H 2.666 -1.271 1.412
O 3.060 -0.820 0.657

The LUMO energy comes out at -3.12 eV. As for the total charge: +1. Its max |F| is 4.36 eV/Å. As for the gap between HOMO and LUMO: 0.3387 hartree.



Below is a 4-piece molecular cluster, C31H64F5N3O9 overall, with properties calculated with wB97M-V/def2-TZVPD.

Atoms and positions in Å:
C 7.189 -1.561 0.380
O 6.004 -2.319 0.511
C 5.823 -2.872 1.820
C 5.388 -4.344 1.731
C 3.928 -4.668 2.104
C 2.959 -4.713 0.909
C 2.367 -3.345 0.484
C 0.859 -3.413 0.137
C 0.485 -2.875 -1.264
C -0.916 -2.218 -1.358
C -0.927 -0.800 -1.938
C -0.003 0.234 -1.282
C -0.236 0.700 0.146
O 0.524 1.858 0.424
C 1.781 2.084 -0.208
C 2.890 1.116 0.242
C 4.022 1.858 0.967
O 3.392 0.456 -0.933
O 0.123 -0.285 1.154
C -0.192 0.317 2.322
O 0.326 0.130 3.366
O -1.223 1.194 2.139
C -1.607 1.136 0.755
C -2.872 0.260 0.821
F -2.634 -0.974 1.315
F -3.466 0.133 -0.388
C -3.935 0.917 1.770
F -3.861 2.245 1.711
F -3.777 0.553 3.017
F -5.150 0.566 1.389
H 7.159 -1.059 -0.590
H 7.262 -0.787 1.157
H 8.075 -2.207 0.419
H 6.779 -2.806 2.353
H 5.086 -2.260 2.355
H 5.591 -4.654 0.699
H 6.038 -4.911 2.405
H 3.905 -5.638 2.609
H 3.561 -3.920 2.816
H 2.127 -5.377 1.157
H 3.504 -5.135 0.057
H 2.919 -2.941 -0.371
H 2.508 -2.626 1.302
H 0.285 -2.876 0.896
H 0.535 -4.460 0.193
H 1.281 -2.227 -1.644
H 0.470 -3.750 -1.927
H -1.518 -2.832 -2.039
H -1.413 -2.280 -0.392
H -1.931 -0.388 -2.006
H -0.580 -0.896 -2.976
H -0.020 1.143 -1.892
H 1.024 -0.140 -1.344
H 2.052 3.098 0.096
H 1.713 2.126 -1.300
H 2.481 0.372 0.933
H 4.678 2.305 0.209
H 3.640 2.665 1.597
H 4.614 1.176 1.576
H 3.901 -0.315 -0.644
H -1.887 2.103 0.333
C 0.700 8.039 -2.043
C 1.881 7.076 -2.087
C 1.476 5.597 -2.144
O 1.024 5.059 -0.916
C -0.336 5.293 -0.600
N 2.780 7.373 -0.970
H 0.243 8.069 -1.054
H 1.035 9.049 -2.274
H -0.068 7.760 -2.768
H 2.434 7.274 -3.010
H 2.362 5.012 -2.407
H 0.726 5.426 -2.928
H -0.958 5.290 -1.501
H -0.477 6.237 -0.071
H -0.656 4.483 0.056
H 3.631 6.824 -1.059
H 2.344 7.040 -0.114
C -1.179 -8.150 -4.199
C -0.363 -6.866 -4.293
C 1.091 -7.010 -3.823
O 1.256 -7.052 -2.420
C 1.071 -8.317 -1.816
N -1.069 -5.797 -3.581
H -1.470 -8.365 -3.171
H -2.095 -8.053 -4.781
H -0.619 -9.005 -4.584
H -0.316 -6.582 -5.349
H 1.642 -6.123 -4.148
H 1.569 -7.882 -4.288
H 1.426 -9.123 -2.466
H 0.024 -8.500 -1.560
H 1.655 -8.327 -0.896
H -0.577 -4.921 -3.737
H -0.960 -5.974 -2.585
C -7.611 3.770 4.316
C -8.199 4.776 3.332
C -7.323 5.021 2.097
O -6.192 5.839 2.323
C -5.062 5.173 2.858
N -8.525 6.011 4.048
H -6.807 4.209 4.906
H -8.379 3.439 5.014
H -7.219 2.892 3.800
H -9.140 4.359 2.958
H -7.921 5.556 1.354
H -7.014 4.068 1.645
H -4.989 4.152 2.479
H -5.082 5.153 3.950
H -4.178 5.729 2.546
H -9.029 6.641 3.430
H -7.655 6.494 4.254

The LUMO energy comes out at 0.48 eV. Its max |F| is 0.87 eV/Å. As for the gap between HOMO and LUMO: 0.3533 hartree.



Below is a 2-piece molecular cluster, C2H3BrN2S overall at a distorted geometry, with properties calculated with wB97M-V/def2-TZVPD.

Atoms and positions in Å:
C 2.084 -1.753 -0.360
C -0.848 0.258 0.192
N 1.921 -2.925 -0.281
N -0.653 0.957 -0.898
S 2.601 -0.272 -0.494
Br -2.103 -1.110 0.088
H 0.263 1.430 -0.889
H 1.355 -3.746 -0.269
H -0.750 0.589 -1.882

The LUMO energy comes out at 0.55 eV. Its max |F| is 2.79 eV/Å. As for the gap between HOMO and LUMO: 0.3324 hartree.



Below is a 2-piece molecular cluster, CHFNO3S overall at a distorted geometry, with properties calculated with wB97M-V/def2-TZVPD.

Atoms and positions in Å:
C 0.465 0.488 0.014
N 1.191 0.718 0.959
O -1.292 -0.565 -1.732
O -1.746 -0.415 0.706
O 0.024 -1.927 -0.122
F 0.666 1.924 -1.264
S -0.818 -0.747 -0.389
H 1.510 0.524 1.827

The LUMO energy (alpha / beta) comes out at 4.16 / 0.55 eV. As for the total charge: -1. Its spin multiplicity is 3. Its max |F| is 3.76 eV/Å. As for the gap between HOMO and LUMO (alpha / beta): 0.2316 / 0.2276 hartree.



Below is C34H67ClMnN5O4PSi4 as an isolated structure at a distorted geometry, with properties calculated with wB97M-V/def2-TZVPD.

Atoms and positions in Å:
Mn -0.057 -0.183 0.343
O -2.182 -2.251 0.564
N -1.234 -1.283 0.756
C -0.036 1.448 -2.659
H -0.610 2.351 -2.498
H 0.960 1.654 -3.012
N 1.781 -0.572 0.440
P 2.814 0.096 1.371
N 2.785 -0.386 2.998
C 1.503 -0.805 3.527
C 1.689 -1.840 4.653
C 3.089 -2.440 4.584
C 4.125 -1.341 4.811
C 3.705 -0.061 4.061
N 4.448 -0.289 0.888
C 4.516 -0.475 -0.551
C 5.938 -0.222 -1.068
C 6.974 -0.713 -0.054
C 6.371 -1.849 0.760
C 5.200 -1.319 1.593
N 2.814 1.784 1.423
C 2.883 2.670 2.558
C 4.238 3.380 2.578
C 4.423 4.153 1.274
C 4.234 3.218 0.082
C 2.871 2.533 0.194
H 0.926 -1.228 2.693
H 0.944 0.060 3.923
H 0.938 -2.626 4.566
H 1.562 -1.359 5.628
H 3.230 -2.887 3.598
H 3.207 -3.226 5.331
H 5.104 -1.692 4.484
H 4.198 -1.116 5.877
H 4.567 0.461 3.651
H 3.218 0.615 4.781
H 3.818 0.219 -1.018
H 4.187 -1.485 -0.834
H 6.084 0.841 -1.264
H 6.056 -0.747 -2.017
H 7.247 0.099 0.622
H 7.879 -1.045 -0.565
H 7.116 -2.281 1.435
H 6.037 -2.639 0.085
H 5.616 -0.867 2.498
H 4.562 -2.161 1.894
H 2.707 2.122 3.481
H 2.079 3.412 2.459
H 5.035 2.636 2.677
H 4.292 4.059 3.433
H 5.413 4.616 1.243
H 3.677 4.950 1.225
H 5.013 2.452 0.093
H 4.299 3.776 -0.855
H 2.681 1.860 -0.646
H 2.079 3.295 0.199
C -0.311 -2.935 -4.655
Si 0.602 -1.630 -3.559
C 1.919 -2.612 -2.560
C 1.548 -0.637 -4.912
Si -0.543 -0.176 -1.962
Si -2.927 -0.056 -2.536
C -3.758 -1.551 -3.420
C -3.976 0.250 -0.959
C -3.309 1.423 -3.708
Si -1.922 -3.861 0.402
C -0.209 -4.276 1.133
C -1.961 -4.445 -1.417
C -3.413 -4.620 1.333
H 0.346 -3.293 -5.444
H -1.189 -2.513 -5.131
H -0.635 -3.797 -4.081
H 2.908 -2.564 -3.008
H 1.654 -3.659 -2.446
H 1.977 -2.180 -1.560
H 2.056 -1.293 -5.615
H 2.290 0.016 -4.469
H 0.859 -0.016 -5.474
H -3.956 -2.349 -2.712
H -3.130 -1.957 -4.204
H -4.707 -1.272 -3.869
H -4.299 -0.689 -0.522
H -4.859 0.861 -1.135
H -3.379 0.753 -0.202
H -2.758 1.328 -4.636
H -3.014 2.362 -3.255
H -4.366 1.494 -3.952
H 0.222 -5.186 0.727
H -0.236 -4.365 2.217
H 0.451 -3.440 0.886
H -1.044 -4.179 -1.932
H -2.780 -3.997 -1.970
H -2.078 -5.524 -1.473
H -4.165 -3.871 1.549
H -3.119 -5.065 2.278
H -3.882 -5.397 0.741
C -2.661 5.535 2.376
C -2.742 4.312 3.238
C -2.732 4.458 4.617
C -2.791 3.354 5.447
Cl -2.785 3.590 7.166
C -2.867 2.077 4.926
C -2.879 1.921 3.554
C -2.817 3.020 2.697
O -2.931 2.758 1.358
C -1.883 3.177 0.488
C -0.494 2.875 1.132
O 0.050 3.786 1.753
O -0.067 1.707 0.972
H -2.901 6.427 2.952
H -3.348 5.460 1.536
H -1.643 5.634 1.993
H -2.693 5.449 5.044
H -2.911 1.221 5.582
H -2.927 0.936 3.116
H -1.952 4.244 0.246
H -2.014 2.583 -0.422

The LUMO energy (alpha / beta) comes out at 2.55 / 2.38 eV. As for the total charge: -1. Its spin multiplicity is 5. Its max |F| is 2.53 eV/Å. As for the gap between HOMO and LUMO (alpha / beta): 0.2494 / 0.2761 hartree.